# 1
{
  "formula": "C2H6O2",
  "method": "ωB97M-V with the def2-TZVPD basis set",
  "orbital_gap_ev": [9.9, 5.1],
  "s2": 0.756,
  "total_energy_ha": -229.86521,
  "max_force_ev_per_a": 1.35,
  "total_charge": 1,
  "spin_multiplicity": 2,
  "de_lowest_kj_mol": 176.0,
  "homo_ev": [-16.368, -16.367],
  "lumo_ev": [-6.46, -11.22],
  "elements": ["C", "H", "H", "H", "H", "O", "C", "O", "H", "H"],
  "coordinates": [[-1.843, 0.429, -1.214], [-2.421, 1.337, -1.280], [-1.400, 0.381, -2.204], [-2.512, -0.398, -1.019], [-1.018, 0.531, -0.513], [2.122, 0.346, 0.197], [1.541, -0.231, 1.122], [2.102, -0.938, 2.038], [0.434, -0.217, 1.133], [2.995, -1.240, 1.740]],
  "mulliken_charge": [-0.686, 0.287, 0.281, 0.264, -0.138, 0.031, 0.523, -0.266, 0.296, 0.408]
}

# 2
{
  "formula": "C4H7OP",
  "method": "ωB97M-V with the def2-TZVPD basis set",
  "orbital_gap_ev": 9.7,
  "total_energy_ha": -573.14719,
  "max_force_ev_per_a": 3.60,
  "de_lowest_kj_mol": 126.2,
  "homo_ev": -8.957,
  "lumo_ev": 0.75,
  "elements": ["O", "P", "C", "C", "C", "C", "H", "H", "H", "H", "H", "H", "H"],
  "coordinates": [[1.016, -0.416, 2.306], [0.902, 0.453, 1.099], [-0.843, 0.971, 0.470], [-1.263, -0.180, -0.420], [-0.378, -1.041, -0.858], [1.050, -0.702, -0.813], [1.599, 1.656, 1.241], [-0.729, 1.807, -0.165], [-1.569, 1.159, 1.193], [-2.335, -0.392, -0.489], [-0.524, -2.041, -1.283], [1.888, -1.446, -0.930], [1.186, 0.173, -1.351]],
  "mulliken_charge": [-0.596, 0.472, -0.745, -0.306, -0.147, -0.870, 0.089, 0.324, 0.441, 0.330, 0.328, 0.366, 0.313]
}

# 3
{
  "formula": "C6H9N",
  "method": "ωB97M-V with the def2-TZVPD basis set",
  "orbital_gap_ev": 10.5,
  "total_energy_ha": -288.70449,
  "max_force_ev_per_a": 1.07,
  "de_lowest_kj_mol": 203.6,
  "homo_ev": -9.847,
  "lumo_ev": 0.65,
  "elements": ["C", "C", "C", "C", "N", "H", "H", "H", "H", "H", "C", "C", "H", "H", "H", "H"],
  "coordinates": [[0.046, -0.422, -1.440], [1.118, -0.121, -0.706], [1.275, 1.118, 0.139], [2.278, -0.976, -0.790], [3.245, -1.603, -0.901], [-0.009, -1.335, -2.026], [-0.813, 0.240, -1.458], [1.893, 1.844, -0.399], [1.778, 0.897, 1.087], [0.305, 1.570, 0.358], [-1.392, -0.410, 1.444], [-2.351, -0.003, 0.621], [-0.966, 0.246, 2.199], [-0.960, -1.406, 1.369], [-2.754, -0.660, -0.147], [-2.750, 1.008, 0.654]],
  "mulliken_charge": [-0.899, 0.812, -1.216, 0.081, -0.444, 0.298, 0.358, 0.359, 0.340, 0.307, -0.539, -0.569, 0.281, 0.251, 0.324, 0.255]
}

# 4
{
  "formula": "C20H37N2O4P",
  "method": "ωB97M-V with the def2-TZVPD basis set",
  "orbital_gap_ev": 8.2,
  "total_energy_ha": -1536.01527,
  "max_force_ev_per_a": 0.45,
  "homo_ev": -7.449,
  "lumo_ev": 0.71,
  "elements": ["C", "C", "N", "P", "C", "C", "C", "O", "N", "C", "C", "C", "C", "C", "C", "C", "C", "C", "O", "H", "H", "H", "H", "H", "H", "H", "H", "H", "H", "H", "H", "H", "H", "H", "H", "H", "H", "H", "H", "H", "H", "H", "H", "H", "C", "C", "C", "O", "H", "H", "H", "H", "H", "H", "C", "C", "C", "O", "H", "H", "H", "H", "H", "H"],
  "coordinates": [[-4.218, 1.346, 1.952], [-3.866, -0.143, 2.021], [-3.308, -0.741, 0.809], [-1.908, 0.128, 0.048], [-1.366, -1.384, -0.849], [0.074, -1.824, -0.590], [0.285, -2.447, 0.769], [-0.458, -2.269, 1.692], [1.476, -3.259, 0.942], [2.663, -2.676, 0.391], [3.170, -3.045, -0.854], [4.322, -2.444, -1.350], [4.968, -1.458, -0.612], [4.466, -1.091, 0.635], [3.324, -1.704, 1.138], [-0.464, 1.264, -0.540], [-0.249, 1.506, -2.040], [0.878, 0.697, -2.686], [-1.486, 1.272, -2.729], [-4.737, 1.567, 1.018], [-3.336, 1.988, 2.010], [-4.888, 1.631, 2.764], [-3.194, -0.346, 2.860], [-4.788, -0.685, 2.254], [-4.063, -0.812, 0.130], [-1.487, 0.392, 1.370], [-2.785, 1.001, -0.626], [-1.502, -1.233, -1.920], [-2.035, -2.182, -0.533], [0.786, -1.003, -0.667], [0.385, -2.542, -1.355], [1.326, -4.168, 0.516], [2.673, -3.808, -1.443], [4.717, -2.732, -2.316], [5.852, -0.968, -1.000], [4.989, -0.334, 1.201], [2.943, -1.420, 2.112], [-0.727, 2.224, -0.083], [0.487, 0.981, -0.079], [0.011, 2.565, -2.170], [1.201, 1.177, -3.611], [1.730, 0.580, -2.018], [0.518, -0.301, -2.948], [-1.316, 1.348, -3.672], [8.092, 1.989, 2.893], [7.692, 1.130, 1.719], [8.608, -0.020, 1.378], [6.687, 1.351, 1.084], [7.357, 2.777, 3.038], [8.157, 1.380, 3.796], [9.073, 2.433, 2.716], [8.691, -0.697, 2.229], [9.607, 0.353, 1.146], [8.215, -0.563, 0.521], [-9.403, 1.874, -0.422], [-7.917, 1.660, -0.580], [-7.449, 1.101, -1.904], [-7.139, 1.921, 0.306], [-9.612, 2.276, 0.566], [-9.764, 2.568, -1.183], [-9.933, 0.929, -0.551], [-7.743, 1.768, -2.716], [-7.910, 0.128, -2.083], [-6.367, 0.996, -1.895]],
  "mulliken_charge": [-0.890, -0.584, -0.469, 0.565, -1.312, 0.044, 0.157, -0.488, -0.320, -0.062, -0.099, -0.898, -0.372, -0.384, -0.250, -1.722, 0.571, -1.452, -0.538, 0.179, 0.316, 0.411, 0.226, 0.408, 0.273, -0.137, -0.008, 0.642, 0.614, -0.116, 0.395, 0.390, 0.377, 0.375, 0.439, 0.349, 0.474, 0.562, 0.578, 0.362, 0.450, 0.309, 0.324, 0.309, -1.200, 0.932, -1.035, -0.547, 0.310, 0.332, 0.338, 0.314, 0.375, 0.198, -1.149, 0.801, -0.961, -0.498, 0.301, 0.323, 0.328, 0.332, 0.324, 0.185]
}

# 5
{
  "formula": "C12H5BrCl5CuNO4",
  "method": "ωB97M-V with the def2-TZVPD basis set",
  "orbital_gap_ev": [8.0, 7.2],
  "s2": 0.752,
  "total_energy_ha": -7331.52889,
  "max_force_ev_per_a": 0.07,
  "spin_multiplicity": 2,
  "de_lowest_kj_mol": 0.0,
  "homo_ev": [-8.432, -8.436],
  "lumo_ev": [-0.48, -1.24],
  "elements": ["Cu", "Br", "C", "C", "C", "C", "C", "N", "C", "O", "O", "H", "H", "H", "Cl", "C", "C", "Cl", "C", "Cl", "C", "O", "C", "Cl", "C", "Cl", "O", "H", "H"],
  "coordinates": [[0.186, 0.747, -0.016], [3.090, -1.502, -0.046], [3.038, -0.011, 1.097], [4.137, 0.258, 1.898], [4.071, 1.339, 2.759], [2.916, 2.103, 2.806], [1.872, 1.763, 1.972], [1.936, 0.727, 1.118], [0.564, 2.544, 1.999], [0.445, 3.465, 2.774], [-0.329, 2.107, 1.171], [5.010, -0.373, 1.838], [4.915, 1.573, 3.395], [2.791, 2.949, 3.466], [4.192, 0.176, -5.889], [3.056, 0.025, -4.604], [2.708, 1.134, -3.840], [3.407, 2.670, -4.174], [1.790, 1.002, -2.807], [1.332, 2.382, -1.858], [1.190, -0.227, -2.487], [0.328, -0.373, -1.520], [1.557, -1.330, -3.279], [0.845, -2.849, -2.894], [2.470, -1.209, -4.317], [2.894, -2.590, -5.249], [-1.801, 0.132, -0.008], [-2.011, -0.210, -0.887], [-2.419, 0.842, 0.206]],
  "mulliken_charge": [-0.122, -0.060, 0.332, -0.547, -0.301, -0.662, 0.626, -0.229, 0.724, -0.641, -0.404, 0.416, 0.417, 0.492, -0.191, 0.451, -0.262, -0.179, 0.985, -0.172, -0.408, -0.669, 0.585, -0.151, -0.040, -0.181, -0.509, 0.358, 0.340]
}

# 6
{
  "formula": "C4H7NO",
  "method": "ωB97M-V with the def2-TZVPD basis set",
  "orbital_gap_ev": 9.8,
  "total_energy_ha": -286.55179,
  "max_force_ev_per_a": 0.54,
  "de_lowest_kj_mol": 209.7,
  "homo_ev": -8.872,
  "lumo_ev": 0.93,
  "elements": ["N", "C", "C", "C", "C", "O", "H", "H", "H", "H", "H", "H", "H"],
  "coordinates": [[-0.882, 1.065, 2.099], [0.092, 0.818, 1.388], [1.082, 0.386, 0.644], [0.887, -0.137, -0.763], [-0.391, -0.945, -0.975], [-1.561, -0.179, -0.753], [-1.236, 2.016, 2.021], [2.079, 0.405, 1.070], [0.890, 0.694, -1.480], [1.738, -0.780, -1.019], [-0.423, -1.268, -2.022], [-0.375, -1.846, -0.345], [-1.847, -0.306, 0.159]],
  "mulliken_charge": [-0.565, 0.471, -0.699, -0.232, -0.596, -0.542, 0.275, 0.368, 0.249, 0.324, 0.316, 0.294, 0.337]
}